The following is a DFT calculation (the ωB97M-V functional and the def2-TZVPD basis) of C7H13O5Rb as an isolated structure in a non-equilibrium geometry.

CARTESIAN COORDINATES (ANGSTROEM)
Rb -2.0573 -0.7976 0.5070
O -1.6747 -4.6796 -1.0474
C -2.9708 -4.3718 -0.9411
O -3.7922 -4.9436 -1.7090
O -3.2866 -3.4321 -0.2153
H -1.7119 -5.3805 -1.7024
C 1.6312 2.0597 2.4090
C 0.4349 1.1988 2.7740
O -0.4901 1.0951 1.9726
C 0.3640 0.5925 4.1289
H 2.6208 1.6360 2.5799
H 1.4995 2.9683 2.9966
H 1.6104 2.3235 1.3516
H -0.5397 0.0534 4.4131
H 0.6360 1.3646 4.8485
H 1.0294 -0.2607 4.2606
C -0.0218 0.5424 -3.6826
C 0.1803 1.0999 -2.2266
O -0.6712 1.0967 -1.3552
C 1.5981 1.5738 -1.8801
H -0.9395 0.9213 -4.1324
H -0.0973 -0.5393 -3.5708
H 0.8151 0.7526 -4.3486
H 1.7714 1.5053 -0.8062
H 1.7017 2.6093 -2.2043
H 2.3603 1.0121 -2.4201

Strongest force on any atom, Eh/bohr: 0.04903
E_HOMO (spin up / spin down), eV: -12.8 / -12.8
Energy relative to the best compared isomer or geometry (same formula, charge and spin), eV: 0.000
Net charge: +1
Multiplicity: 2
Electronic energy, hartree: -674.580557